(1)
Molecular formula: C44H56N3O4PbSSbSi3
Method: DFT, ωB97M-V with the def2-TZVPD basis set

## Properties
- frontier orbital gap (alpha / beta) (eV) = 6.37 / 5.98

Positions of all 113 atoms, in Å:
Pb 0.212373 -0.067125 0.492735
O -0.022219 -3.593488 -2.244963
C 0.287964 -2.406073 -2.174042
O -0.585072 -1.450011 -1.994265
C 1.788968 -2.110019 -2.327980
C 2.627077 -3.178235 -2.722316
C 3.956376 -2.947514 -2.898969
C 4.486844 -1.670941 -2.606856
C 5.863914 -1.358580 -2.696995
C 6.322598 -0.132988 -2.308190
C 5.423188 0.844086 -1.824137
C 4.084619 0.586360 -1.774014
C 3.584852 -0.678670 -2.168788
N 2.239339 -0.903340 -2.101766
H 2.168829 -4.147327 -2.866889
H 4.618129 -3.731632 -3.253745
H 6.550768 -2.119594 -3.053899
H 7.382421 0.089202 -2.347535
H 5.808719 1.798901 -1.486482
H 3.378973 1.320364 -1.399120
O 2.949242 -1.584361 0.743666
S 3.454195 -0.530764 1.594955
O 4.596086 0.219120 1.143315
N 2.178673 0.377373 1.916691
C 2.131054 1.386653 2.861751
C 3.174877 1.808529 3.673907
C 2.978529 2.777262 4.674656
C 1.757366 3.344977 4.893484
C 0.670271 2.976470 4.075163
C -0.626646 3.510940 4.238869
C -1.640279 3.129400 3.407400
C -1.365207 2.203611 2.392058
N -0.175480 1.673647 2.213764
C 0.853842 2.025075 3.040697
C 3.914240 -1.281070 3.136898
C 2.964808 -2.002891 3.847469
C 3.313875 -2.560352 5.066270
C 4.602903 -2.395423 5.561826
C 5.550710 -1.685254 4.835108
C 5.207202 -1.123509 3.613856
H 4.154115 1.380933 3.521685
H 3.820193 3.060984 5.295809
H 1.613465 4.079261 5.677324
H -0.802778 4.223726 5.037803
H -2.641002 3.528498 3.509803
H -2.145476 1.873252 1.708789
H 1.968320 -2.129824 3.434236
H 2.583667 -3.124803 5.633365
H 4.869532 -2.828332 6.518227
H 6.554757 -1.569684 5.222287
H 5.919730 -0.566301 3.016443
C -4.434415 1.331112 -3.180417
Si -3.476820 0.123724 -2.096741
C -4.285134 0.179835 -0.404269
C -3.561675 -1.587458 -2.834533
Sb -1.050581 1.069037 -1.921623
Si -1.510499 3.649855 -1.649827
C -2.122863 4.506513 -3.212799
C -2.751258 4.030583 -0.283266
C 0.127818 4.450578 -1.186050
Si -0.203725 0.954870 -4.385174
C 0.366687 -0.674750 -5.100769
C -1.690010 1.442667 -5.432793
C 1.122428 2.260407 -4.583493
H -5.488970 1.033838 -3.228666
H -4.043855 1.348446 -4.202077
H -4.385888 2.350689 -2.781500
H -5.298150 -0.237763 -0.440191
H -4.351620 1.207203 -0.027463
H -3.705761 -0.402031 0.311959
H -4.503988 -2.077976 -2.566666
H -2.732579 -2.196437 -2.463609
H -3.481670 -1.548428 -3.926117
H -3.200555 4.370727 -3.353024
H -1.618039 4.136814 -4.111500
H -1.924208 5.582091 -3.134957
H -3.617295 3.360380 -0.318253
H -3.120752 5.056713 -0.385652
H -2.287574 3.934048 0.702803
H 0.896600 4.239120 -1.938441
H 0.493739 4.081007 -0.220208
H 0.021045 5.539003 -1.113345
H -0.208383 -1.514170 -4.697155
H 1.420287 -0.865526 -4.891658
H 0.226772 -0.651838 -6.186484
H -2.381879 0.597847 -5.528008
H -1.353261 1.717624 -6.439504
H -2.248405 2.290231 -5.020508
H 1.960827 2.083625 -3.914379
H 0.728089 3.262863 -4.377330
H 1.507882 2.252097 -5.610430
C -0.910083 -2.737464 2.895291
C -2.115599 -1.992546 2.256563
C -2.626899 -0.984509 3.295522
C -1.634692 -1.258940 1.031789
C -3.176134 -3.024557 1.852534
C -4.457133 -3.027822 2.396007
C -5.407662 -3.956686 1.978961
C -5.095468 -4.894173 1.008450
C -3.815710 -4.905309 0.461302
C -2.870561 -3.982977 0.881535
H -0.176477 -2.009870 3.258981
H -0.420072 -3.396207 2.176986
H -1.264441 -3.335867 3.737690
H -1.833666 -0.268695 3.512721
H -2.911624 -1.483390 4.227983
H -3.491589 -0.431167 2.917090
H -1.774163 -1.848288 0.120557
H -4.737442 -2.301932 3.150429
H -6.398827 -3.940433 2.419335
H -5.839055 -5.608152 0.677090
H -3.554319 -5.632591 -0.297364
H -1.884188 -4.006116 0.425309

Force components x, y, z for each atom (eV/Å):
Pb 0.492 -0.526 -0.369
O 0.023 0.054 0.076
C -1.114 0.124 -0.005
O 1.587 -0.581 0.112
C -0.210 0.479 0.021
C 0.001 -0.239 -0.017
C -0.052 -0.079 -0.081
C 0.025 0.117 0.022
C 0.044 -0.102 0.033
C -0.017 0.043 0.054
C 0.041 0.036 -0.146
C -0.081 -0.012 -0.163
C -0.156 0.104 -0.095
N -0.236 0.149 0.312
H 0.067 0.068 -0.068
H -0.020 0.018 0.089
H -0.036 0.033 0.031
H -0.043 -0.003 -0.024
H -0.047 -0.045 -0.001
H 0.036 -0.054 -0.013
O -0.042 0.073 0.045
S -0.054 -0.244 -0.023
O 0.042 0.138 0.225
N -0.361 0.408 0.298
C 0.241 -0.172 -0.106
C -0.245 -0.069 -0.274
C 0.074 -0.069 0.013
C 0.054 0.106 0.128
C -0.110 -0.125 -0.222
C 0.035 0.034 0.026
C -0.111 0.093 0.021
C 0.063 -0.162 -0.155
N 0.003 0.052 0.140
C 0.044 -0.034 0.046
C 0.034 0.034 0.071
C -0.024 -0.003 -0.081
C 0.004 -0.008 0.032
C 0.041 0.024 -0.025
C -0.076 -0.087 0.071
C -0.056 0.012 -0.082
H 0.044 0.046 0.060
H -0.013 -0.008 -0.053
H -0.029 -0.040 -0.036
H 0.015 -0.019 -0.052
H 0.032 -0.027 0.009
H 0.065 0.011 0.103
H 0.141 0.019 0.078
H 0.019 0.016 -0.025
H 0.001 0.009 -0.026
H -0.002 0.001 -0.014
H -0.032 -0.021 0.084
C 0.111 0.100 -0.091
Si -0.382 0.138 -0.057
C 0.086 0.094 0.072
C 0.288 -0.103 0.054
Sb -0.509 0.262 -0.393
Si 0.147 0.227 -0.005
C -0.024 -0.185 -0.173
C -0.076 -0.214 0.060
C 0.122 -0.149 0.029
Si 0.089 0.076 -0.405
C 0.025 -0.242 0.444
C -0.245 0.149 0.209
C -0.094 0.191 0.030
H 0.114 0.003 0.057
H -0.133 0.019 0.165
H -0.054 -0.103 -0.047
H 0.111 0.045 -0.087
H -0.002 -0.110 -0.043
H -0.031 -0.044 0.101
H 0.015 0.149 -0.044
H -0.075 0.019 -0.051
H -0.021 -0.001 0.098
H 0.128 -0.006 -0.017
H -0.055 0.135 0.111
H -0.028 -0.115 0.042
H 0.063 0.108 0.012
H 0.077 -0.067 -0.022
H -0.072 0.062 -0.130
H -0.067 0.030 0.105
H -0.019 0.033 -0.125
H -0.033 -0.104 0.002
H 0.037 0.087 -0.086
H -0.017 0.003 0.024
H -0.022 0.111 0.078
H 0.098 0.094 -0.013
H 0.038 -0.065 0.111
H 0.090 -0.142 -0.140
H 0.131 -0.056 0.106
H 0.061 -0.110 -0.035
H -0.098 -0.022 0.102
C 0.005 0.069 -0.116
C 0.323 0.005 0.169
C -0.089 -0.060 -0.037
C -0.356 -0.065 0.067
C -0.059 0.063 -0.126
C -0.032 -0.005 0.004
C -0.010 0.009 0.029
C 0.095 0.042 0.005
C -0.053 0.026 0.084
C 0.043 -0.036 -0.037
H -0.089 -0.055 -0.037
H -0.012 0.005 0.036
H 0.030 0.021 -0.006
H -0.007 -0.016 0.050
H 0.037 0.061 -0.088
H 0.070 -0.012 0.044
H 0.181 0.053 -0.071
H 0.031 -0.055 -0.064
H 0.057 0.014 -0.033
H 0.019 0.005 0.013
H 0.014 0.035 0.009
H -0.076 0.024 0.016

Löwdin population analysis, charges in e, atoms 1 to 2: atom 1 (Pb): 1.217, atom 2 (O): 0.023

---

(2)
Molecular formula: C5H6O2
Method: DFT, ωB97M-V with the def2-TZVPD basis set

## Properties
- SMILES = C#C[C@@H](C)OC=O
- frontier orbital gap (eV) = 11.46

Positions of all 13 atoms, in Å:
C -0.754652 2.419649 -0.016712
C -0.512093 1.255259 0.163355
C -0.173848 -0.168021 0.314247
C -1.378751 -1.077513 0.134620
O 0.769295 -0.472224 -0.735247
C 2.077493 -0.373406 -0.446194
O 2.584354 -0.439166 0.639978
H -0.961866 3.454761 -0.174194
H 0.311508 -0.335921 1.280659
H -1.778097 -0.977007 -0.878243
H -2.160803 -0.800458 0.846493
H -1.092534 -2.119436 0.302074
H 2.630102 -0.208323 -1.378472

Force components x, y, z for each atom (eV/Å):
C 0.077 -0.458 0.106
C -0.125 0.525 0.000
C -0.083 -0.002 0.108
C -0.042 -0.043 0.003
O 0.155 0.086 -0.090
C 0.245 -0.009 0.268
O -0.384 0.142 -0.343
H 0.011 -0.159 0.041
H -0.086 0.022 -0.126
H 0.063 0.018 0.139
H 0.117 -0.051 -0.076
H -0.019 0.153 -0.013
H 0.073 -0.224 -0.018

Löwdin population analysis, charges in e, atoms 1 to 2: atom 1 (C): 0.139, atom 2 (C): -0.068

---

Sequential electronic energy output: -3875.27811; -344.53066 hartree